This record from OMol25 describes a 4-piece molecular cluster, C23H52IN4 overall at a distorted geometry. The level of theory is wB97M-V/def2-TZVPD.

Summary:
LUMO = -0.1265 Ha
frontier orbital gap = 9.3 eV
HOMO energy = -12.79 eV
charge = +1

Cartesian coordinates (Å):
C -2.424 -1.305 2.763
C -2.240 -0.708 1.346
C -3.529 -0.822 0.443
I -5.277 0.028 1.421
N -3.210 -0.093 -0.817
N -3.660 1.086 -1.240
C -3.041 1.317 -2.411
N -2.196 0.335 -2.769
C -2.332 -0.549 -1.719
N -1.584 -1.683 -1.727
H -2.605 -2.400 2.715
H -1.454 -1.185 3.291
H -3.218 -0.813 3.351
H -1.473 -1.308 0.817
H -1.957 0.362 1.322
H -3.784 -1.876 0.245
H -4.323 1.689 -0.760
H -3.173 2.224 -3.011
H -0.675 -1.725 -1.280
H -1.871 -2.535 -2.195
C 1.792 -0.579 1.174
C 2.595 0.570 1.769
C 3.759 0.114 2.647
C 3.366 -0.686 3.892
C 2.400 0.024 4.839
C 2.966 1.308 5.429
H 1.323 -1.188 1.951
H 0.996 -0.187 0.532
H 2.427 -1.228 0.568
H 1.927 1.228 2.333
H 2.998 1.172 0.949
H 4.333 0.995 2.947
H 4.440 -0.498 2.047
H 4.279 -0.943 4.438
H 2.922 -1.641 3.590
H 2.153 -0.659 5.657
H 1.456 0.243 4.328
H 3.886 1.113 5.984
H 2.246 1.755 6.117
H 3.181 2.042 4.650
C -0.375 4.006 0.961
C 0.701 5.075 1.129
C 1.783 4.690 2.138
C 1.291 4.486 3.573
C 0.577 5.685 4.195
C 1.466 6.916 4.324
H -0.918 3.830 1.893
H -1.103 4.315 0.207
H 0.067 3.059 0.637
H 0.235 6.023 1.410
H 1.177 5.244 0.159
H 2.562 5.457 2.126
H 2.267 3.766 1.803
H 2.151 4.221 4.197
H 0.620 3.620 3.607
H 0.228 5.401 5.192
H -0.319 5.938 3.619
H 2.345 6.698 4.935
H 0.919 7.731 4.802
H 1.805 7.275 3.350
C -2.631 -3.145 -5.417
C -1.189 -3.528 -5.096
C -0.359 -3.857 -6.335
C -0.848 -5.061 -7.144
C -0.942 -6.373 -6.365
C 0.403 -6.856 -5.833
H -3.168 -3.965 -5.896
H -3.171 -2.887 -4.502
H -2.663 -2.280 -6.082
H -1.180 -4.369 -4.394
H -0.715 -2.688 -4.575
H 0.679 -4.021 -6.030
H -0.342 -2.983 -6.993
H -0.176 -5.201 -7.996
H -1.829 -4.836 -7.573
H -1.351 -7.140 -7.028
H -1.651 -6.276 -5.537
H 1.113 -7.004 -6.649
H 0.285 -7.809 -5.315
H 0.836 -6.148 -5.124

---

This record from OMol25 describes C23H53N5NbO5 as an isolated structure at a distorted geometry. The level of theory is wB97M-V/def2-TZVPD.

Summary:
LUMO = 0.0723 Ha
frontier orbital gap = 6.6 eV
HOMO energy = -4.68 eV
charge = -1

Cartesian coordinates (Å):
C -1.744 2.293 -0.210
C -0.551 1.722 -0.096
C 0.718 0.712 -0.249
Nb -0.022 -1.488 -0.162
C -0.937 -3.567 0.063
C -1.392 -0.948 -1.938
C -1.080 -1.891 -3.251
O -2.200 -1.977 -4.181
C -2.691 -0.668 -4.578
C -4.167 -0.491 -3.948
N 1.363 -1.873 1.432
C 2.323 -2.990 1.128
C 2.050 -4.323 2.038
C 2.102 -5.702 1.155
H -2.880 2.508 -0.256
H 1.454 0.909 0.611
H 1.248 0.874 -1.264
H 1.199 -2.031 -1.395
H -1.270 -0.900 1.059
H -1.520 -3.569 1.073
H -0.135 -4.388 0.004
H -1.756 -3.662 -0.755
H -1.166 0.138 -2.300
H -2.518 -0.979 -1.656
H -0.792 -2.926 -2.817
H -0.123 -1.447 -3.734
H -2.835 -0.714 -5.736
H -1.969 0.203 -4.381
H -4.203 0.071 -2.948
H -4.655 -1.533 -3.896
H -4.787 0.118 -4.729
H 1.972 -1.024 1.508
H 2.317 -3.314 0.024
H 3.414 -2.662 1.365
H 2.858 -4.315 2.876
H 0.984 -4.188 2.469
H 1.340 -6.473 1.589
H 3.136 -6.228 1.234
H 1.816 -5.534 0.051
C 0.645 4.947 3.753
O 1.599 4.392 3.238
N -0.507 5.306 3.108
C -1.598 5.965 3.794
C -0.640 5.017 1.692
H 0.640 5.212 4.823
H -2.495 5.344 3.713
H -1.781 6.934 3.323
H -1.363 6.118 4.850
H -0.547 3.940 1.536
H 0.164 5.521 1.148
H -1.606 5.360 1.319
C -0.768 2.433 -7.710
O -1.943 2.317 -7.412
N 0.117 1.401 -7.855
C 1.503 1.619 -8.213
C -0.347 0.043 -7.641
H -0.313 3.420 -7.895
H 1.714 1.096 -9.150
H 2.142 1.222 -7.420
H 1.711 2.683 -8.342
H -1.158 -0.171 -8.343
H -0.732 -0.047 -6.622
H 0.466 -0.669 -7.791
C -0.299 9.919 6.149
O -0.805 9.160 6.957
N 0.683 9.586 5.258
C 1.235 10.547 4.326
C 1.188 8.227 5.247
H -0.610 10.974 6.074
H 1.067 10.190 3.307
H 2.309 10.641 4.508
H 0.764 11.524 4.446
H 0.364 7.542 5.037
H 1.599 7.990 6.232
H 1.964 8.111 4.488
C 2.086 -9.527 1.859
O 3.143 -9.242 2.393
N 1.002 -10.072 2.491
C -0.223 -10.384 1.785
C 1.083 -10.347 3.911
H 1.919 -9.359 0.783
H -1.044 -9.816 2.231
H -0.425 -11.454 1.879
H -0.143 -10.126 0.727
H 1.288 -9.415 4.445
H 1.904 -11.044 4.095
H 0.147 -10.777 4.273

---

This record from OMol25 describes C23H53NO4P3Ti as an isolated structure at a distorted geometry. The level of theory is wB97M-V/def2-TZVPD.

Summary:
LUMO (alpha / beta) = -0.3021 / -0.2936 Ha
spin multiplicity = 2
frontier orbital gap (alpha / beta) = 7.0 / 7.4 eV
HOMO energy (alpha / beta) = -15.19 / -15.37 eV
charge = +2
⟨S²⟩ = 0.7583

Cartesian coordinates (Å):
Ti 0.212 -0.581 -0.693
P 2.340 0.565 -1.556
P -1.482 -2.388 -0.169
N 1.176 -2.315 -1.786
C 3.115 -0.856 -2.425
H 3.604 -0.506 -3.351
H 3.878 -1.310 -1.787
C 2.136 -1.962 -2.755
H 1.781 -1.849 -3.780
H 2.655 -2.912 -2.861
C 0.275 -3.328 -2.167
H 0.970 -4.145 -2.349
H -0.163 -3.262 -3.165
C -0.789 -3.757 -1.175
H -0.303 -4.479 -0.511
H -1.612 -4.274 -1.703
C -3.137 -2.132 -0.938
C -3.753 -0.798 -0.509
H -4.716 -0.675 -1.024
H -3.127 0.057 -0.783
H -3.953 -0.761 0.571
C -1.690 -3.183 1.485
C -2.577 -2.347 2.406
H -2.534 -2.768 3.420
H -3.635 -2.370 2.103
H -2.247 -1.305 2.468
C 3.634 1.108 -0.343
C 3.390 2.531 0.164
H 3.995 2.685 1.068
H 2.345 2.705 0.446
H 3.705 3.294 -0.562
C 2.279 1.818 -2.913
C 1.370 2.992 -2.548
H 1.416 3.750 -3.342
H 1.673 3.477 -1.612
H 0.324 2.682 -2.455
C -0.856 0.330 -1.915
O -1.567 0.941 -2.678
C -2.133 -4.646 1.494
H -3.168 -4.770 1.164
H -1.493 -5.296 0.894
H -2.083 -5.006 2.527
C 5.089 0.929 -0.784
H 5.732 1.112 0.087
H 5.314 -0.077 -1.148
H 5.380 1.653 -1.554
C 3.636 2.309 -3.421
H 3.472 2.901 -4.332
H 4.138 2.974 -2.707
H 4.318 1.496 -3.691
C -4.127 -3.281 -0.743
H -4.510 -3.332 0.284
H -4.994 -3.100 -1.392
H -3.718 -4.257 -1.025
H -2.896 -2.063 -2.012
H 1.794 1.256 -3.728
H -0.659 -3.130 1.874
H 3.435 0.418 0.496
H 1.418 -2.199 -0.771
H 0.873 -1.077 0.662
C -3.036 1.123 3.846
C -2.581 1.494 2.454
O -1.376 0.693 2.139
P -0.149 0.951 1.099
O 1.174 0.958 2.074
C 1.289 1.607 3.370
C 0.697 0.789 4.486
O -0.240 2.551 0.733
C -1.298 3.264 -0.002
C -0.940 4.714 0.022
H -2.999 0.034 4.045
H -4.075 1.464 3.984
H -2.422 1.647 4.595
H -3.356 1.282 1.694
H -2.315 2.559 2.415
H 2.375 1.747 3.522
H 0.826 2.607 3.280
H -0.405 0.887 4.503
H 0.969 -0.269 4.394
H 1.083 1.174 5.431
H -1.364 2.875 -1.065
H -2.272 3.072 0.465
H -1.739 5.299 -0.424
H -0.008 4.916 -0.560
H -0.783 5.074 1.051

---

This record from OMol25 describes a 3-piece molecular cluster, C23H54ClF2N3O4PS2 overall at a distorted geometry. The level of theory is wB97M-V/def2-TZVPD.

Summary:
LUMO = 0.0751 Ha
frontier orbital gap = 6.6 eV
HOMO energy = -4.52 eV
charge = -1

Cartesian coordinates (Å):
C -0.379 -0.287 -5.971
C -1.418 -0.996 -5.035
N -1.165 -0.877 -3.591
C -0.807 0.483 -3.159
C -1.495 0.840 -1.785
C -0.268 -1.857 -3.100
S 1.071 -2.440 -3.882
S -0.662 -2.549 -1.456
C 0.977 -2.463 -0.603
C 0.856 -2.604 0.935
C 1.770 -3.718 1.549
P 3.622 -3.506 1.220
F 3.931 -3.230 2.919
F 3.455 -1.797 1.049
C 5.500 -3.330 0.950
C 5.928 -3.213 -0.538
C 5.768 -4.519 -1.388
Cl 5.934 -6.054 -0.447
H -0.059 -1.015 -6.741
H 0.536 0.042 -5.467
H -0.869 0.524 -6.538
H -1.493 -2.064 -5.271
H -2.397 -0.515 -5.217
H 0.289 0.508 -3.000
H -1.118 1.256 -3.874
H -2.394 0.225 -1.647
H -0.782 0.758 -0.954
H -1.811 1.895 -1.848
H 1.651 -3.187 -1.074
H 1.384 -1.461 -0.826
H -0.192 -2.867 1.200
H 1.051 -1.660 1.466
H 1.640 -3.694 2.649
H 1.495 -4.743 1.241
H 3.440 -3.742 -0.190
H 3.791 -4.926 1.485
H 6.073 -4.104 1.489
H 5.795 -2.374 1.434
H 7.017 -2.992 -0.536
H 5.442 -2.386 -1.076
H 6.547 -4.514 -2.170
H 4.811 -4.491 -1.928
C -1.758 8.931 -2.152
O -1.681 8.056 -3.263
C -0.423 8.098 -3.929
C 0.310 6.776 -3.765
N 0.758 6.593 -2.388
C 1.264 5.250 -2.104
C 0.268 4.091 -2.176
O -0.737 4.135 -1.175
C -1.881 4.898 -1.518
H -2.782 8.910 -1.780
H -1.089 8.610 -1.347
H -1.516 9.957 -2.444
H 0.191 8.936 -3.588
H -0.632 8.250 -4.992
H 1.179 6.762 -4.429
H -0.374 5.976 -4.074
H -0.018 6.779 -1.766
H 1.671 5.276 -1.090
H 2.104 5.041 -2.774
H 0.831 3.172 -1.990
H -0.175 3.976 -3.172
H -2.085 4.881 -2.591
H -1.777 5.929 -1.171
H -2.737 4.465 -0.998
C -0.054 -1.469 4.583
O -0.579 -2.708 4.138
C -0.584 -3.705 5.150
C -2.013 -4.063 5.526
N -2.657 -2.963 6.241
C -4.095 -3.143 6.423
C -4.968 -3.146 5.166
O -5.011 -1.899 4.492
C -3.971 -1.696 3.544
H 0.018 -0.806 3.721
H -0.714 -1.006 5.325
H 0.946 -1.598 5.004
H -0.003 -3.401 6.026
H -0.104 -4.591 4.726
H -2.007 -4.951 6.164
H -2.547 -4.305 4.599
H -2.506 -2.106 5.725
H -4.436 -2.324 7.063
H -4.268 -4.069 6.980
H -5.996 -3.342 5.488
H -4.708 -3.954 4.474
H -3.644 -2.629 3.081
H -3.121 -1.188 4.004
H -4.357 -1.041 2.762

---

This record from OMol25 describes C23H56AsCl6F6N4O7 as an isolated structure at a distorted geometry. The level of theory is wB97M-V/def2-TZVPD.

Summary:
LUMO = 0.0590 Ha
frontier orbital gap = 9.8 eV
HOMO energy = -8.21 eV
charge = -1

Cartesian coordinates (Å):
As 0.841 0.903 0.839
F 1.053 -0.076 2.392
F 2.216 1.947 1.250
F 0.643 1.832 -0.775
F -0.589 -0.124 0.430
F -0.130 2.054 1.752
F 1.943 -0.204 0.067
Cl -6.097 -0.102 8.960
C -5.235 0.131 7.420
C -3.744 0.070 7.425
Cl -3.225 1.590 8.150
H -5.687 0.962 6.879
H -5.562 -0.715 6.815
H -3.365 -0.024 6.407
H -3.356 -0.788 7.974
Cl -6.890 1.127 0.952
C -8.201 1.056 -0.247
C -9.291 0.181 0.390
Cl -10.700 0.208 -0.666
H -7.755 0.690 -1.172
H -8.589 2.048 -0.479
H -9.621 0.555 1.359
H -9.040 -0.875 0.492
Cl -0.514 8.987 -1.153
C -1.049 8.070 0.326
C -1.148 8.950 1.575
Cl -2.389 10.179 1.276
H -0.285 7.312 0.495
H -1.930 7.451 0.159
H -0.228 9.494 1.790
H -1.352 8.405 2.496
C 0.582 -5.575 -7.549
C 0.261 -4.294 -6.788
C 1.562 -3.539 -6.302
O -0.473 -3.442 -7.651
H 1.184 -6.255 -6.946
H 1.209 -5.288 -8.393
H -0.345 -6.010 -7.922
H -0.405 -4.462 -5.941
H 2.288 -3.513 -7.115
H 2.088 -4.026 -5.481
H 1.503 -2.491 -6.009
H -0.714 -2.660 -7.149
C 5.509 4.079 -3.925
C 5.756 5.113 -2.898
C 7.153 5.077 -2.311
O 5.501 6.449 -3.350
H 6.052 4.417 -4.808
H 4.430 4.034 -4.075
H 5.873 3.134 -3.523
H 5.040 4.877 -2.111
H 8.020 5.101 -2.971
H 7.351 4.192 -1.707
H 7.337 5.885 -1.603
H 4.541 6.444 -3.372
C -4.316 3.630 -6.467
C -2.918 3.485 -7.004
C -2.033 4.651 -6.532
O -2.295 2.366 -6.431
H -4.808 4.547 -6.792
H -4.314 3.612 -5.377
H -4.963 2.779 -6.681
H -2.918 3.357 -8.087
H -0.987 4.380 -6.676
H -2.071 4.849 -5.461
H -2.301 5.563 -7.065
H -1.928 2.646 -5.589
O 6.857 4.301 7.348
C 6.338 3.640 6.423
N 5.321 4.067 5.715
C 6.847 2.268 6.025
H 5.013 5.003 5.938
H 4.925 3.525 4.960
H 7.894 2.114 6.288
H 6.744 2.121 4.950
H 6.248 1.550 6.585
O 4.374 -6.444 5.974
C 4.238 -5.394 5.359
N 3.226 -4.565 5.642
C 5.206 -5.075 4.221
H 3.057 -3.699 5.150
H 2.724 -4.758 6.497
H 5.349 -4.002 4.093
H 4.790 -5.453 3.287
H 6.201 -5.485 4.394
O -0.030 -9.152 -0.016
C 0.631 -8.405 -0.685
N 1.401 -8.998 -1.632
C 0.777 -6.871 -0.511
H 1.247 -9.992 -1.717
H 2.238 -8.596 -2.028
H 1.214 -6.581 0.445
H -0.242 -6.502 -0.623
H 1.399 -6.336 -1.228
O -5.976 -6.022 3.491
C -5.007 -5.307 3.534
N -4.703 -4.458 2.591
C -4.026 -5.572 4.686
H -5.437 -4.264 1.925
H -3.770 -4.178 2.327
H -3.457 -6.487 4.520
H -4.504 -5.595 5.666
H -3.278 -4.805 4.885

---

What is the charge in the first record? +1

---

Number 4 is which compound? C23H54ClF2N3O4PS2

---

Which value of charge does entry 5 give? -1